# 1
Here is one molecule with the formula C4H9N3O3 at a distorted geometry from the OMol25 dataset. Energies are from wB97M-V/def2-TZVPD.

The geometry in XYZ format:
```
19
C4H9N3O3 wB97M-V/def2-TZVPD
C -2.39 1.91 -0.63
C -1.08 1.29 -0.13
C -0.98 -0.24 -0.31
C 1.10 -1.07 0.87
H -3.28 0.99 -0.48
H -2.24 2.34 -1.85
H -2.59 2.82 -0.06
H -0.23 1.62 -0.73
H -1.17 2.59 1.31
H -1.63 -0.89 0.35
H -1.31 -0.53 -1.20
H -0.27 -0.34 2.34
H 1.43 -0.94 2.82
N 0.40 -0.85 -0.40
N 1.18 -0.68 -1.48
N 0.39 -1.04 2.14
O -0.82 1.50 1.25
O 0.73 -0.13 -2.41
O 2.29 -1.50 0.78
```

Its total energy is -14901.372 eV. Its frontier orbital gap is 0.3546 hartree. For the HOMO energy, the calculation gives -0.3451 hartree. The relative energy (zero: lowest compared OMol25 entry of this formula, charge and spin) comes out at 6.278 eV. Its SMILES is C[C@@H](O)CN(N=O)C(N)=O. Its spin multiplicity is 1. The net charge is 0. The calculation puts the LUMO energy at 0.3 eV.

Results of the natural (NBO) charge analysis, in e, for atoms 1 through 8: -0.63 0.04 -0.28 0.77 0.23 0.24 0.21 0.18

# 2
Here is a 12-piece molecular cluster, C24H23Cl44NO4S3 overall at a distorted geometry from the OMol25 dataset. Energies are from wB97M-V/def2-TZVPD.

The geometry in XYZ format:
```
99
C24H23Cl44NO4S3 wB97M-V/def2-TZVPD
O -2.62 -4.89 1.81
S -2.61 -5.43 0.42
O -3.57 -4.66 -0.41
C -0.89 -5.31 -0.16
C -0.73 -5.23 -1.71
O 0.62 -5.31 -2.19
C 0.60 -4.87 -3.55
C -0.88 -4.52 -3.97
C -1.48 -4.12 -2.53
C -1.04 -2.62 -2.41
C -0.92 -2.07 -0.94
C 0.61 -1.92 -0.60
S 0.96 -2.24 1.20
C 2.60 -3.10 1.12
S 2.68 -4.77 1.03
N 3.75 -2.24 1.13
C 4.16 -1.79 -0.22
C 5.49 -2.42 -0.77
O 6.52 -2.59 0.19
C 5.97 -3.53 1.14
C 4.87 -2.76 1.94
H -2.98 -6.76 0.49
H -0.31 -6.21 0.18
H -0.43 -4.44 0.36
H -1.21 -6.18 -2.08
H 1.14 -5.48 -4.32
H 1.20 -3.92 -3.50
H -0.77 -3.61 -4.61
H -1.44 -5.36 -4.41
H -2.58 -4.26 -2.65
H -0.11 -2.37 -2.96
H -1.85 -2.01 -2.90
H -1.48 -2.66 -0.19
H -1.38 -1.05 -0.94
H 0.95 -0.89 -0.88
H 1.19 -2.62 -1.26
H 4.14 -0.67 -0.24
H 3.35 -2.11 -0.93
H 5.84 -1.75 -1.60
H 5.26 -3.41 -1.22
H 5.57 -4.45 0.63
H 6.79 -3.83 1.84
H 5.30 -1.89 2.50
H 4.48 -3.45 2.74
C -4.49 1.65 -0.86
Cl -4.03 0.97 -2.43
Cl -3.03 2.11 0.04
Cl -5.51 3.08 -1.12
Cl -5.40 0.44 0.06
C -2.42 6.04 -2.51
Cl -1.00 6.96 -1.99
Cl -2.43 4.46 -1.70
Cl -3.90 6.92 -2.07
Cl -2.36 5.81 -4.26
C -4.10 -7.43 -4.75
Cl -3.29 -6.91 -6.24
Cl -5.85 -7.52 -5.03
Cl -3.50 -9.02 -4.26
Cl -3.76 -6.25 -3.47
C 1.60 2.54 1.00
Cl 2.86 3.78 1.13
Cl 0.75 2.39 2.56
Cl 0.46 2.99 -0.28
Cl 2.33 0.98 0.60
C -1.70 5.65 2.37
Cl -1.75 7.27 3.11
Cl -2.45 4.46 3.47
Cl -2.61 5.69 0.84
Cl -0.01 5.20 2.09
C -1.39 7.04 7.15
Cl -1.93 6.04 5.79
Cl 0.33 6.74 7.45
Cl -1.63 8.75 6.76
Cl -2.32 6.62 8.60
C 4.07 6.16 9.68
Cl 2.45 5.88 10.33
Cl 4.10 5.71 7.96
Cl 4.49 7.88 9.84
Cl 5.25 5.18 10.57
C 6.25 6.43 1.04
Cl 4.57 6.22 1.59
Cl 6.39 5.85 -0.63
Cl 6.69 8.14 1.11
Cl 7.33 5.49 2.09
C -3.38 -3.14 -7.76
Cl -3.58 -3.95 -6.19
Cl -2.03 -2.00 -7.67
Cl -3.04 -4.36 -9.00
Cl -4.86 -2.27 -8.17
C 1.31 -0.36 -5.90
Cl 0.88 0.04 -7.58
Cl 1.82 -2.06 -5.81
Cl 2.64 0.68 -5.37
Cl -0.10 -0.11 -4.86
C -6.69 6.59 7.62
Cl -7.59 5.22 8.31
Cl -7.65 7.32 6.32
Cl -6.38 7.79 8.88
Cl -5.15 6.01 6.96
```

Its total energy is -618424.753 eV. Its frontier orbital gap is 0.2846 hartree. For the HOMO energy, the calculation gives -0.3089 hartree. Its SMILES is O=[SH](=O)C[C@@H]1OCC[C@@H]1CCCSC(=S)N1CCOCC1.ClC(Cl)(Cl)Cl.ClC(Cl)(Cl)Cl.ClC(Cl)(Cl)Cl.ClC(Cl)(Cl)Cl.ClC(Cl)(Cl)Cl.ClC(Cl)(Cl)Cl.ClC(Cl)(Cl)Cl.ClC(Cl)(Cl)Cl.ClC(Cl)(Cl)Cl.ClC(Cl)(Cl)Cl.ClC(Cl)(Cl)Cl. Its spin multiplicity is 1. The net charge is 0. The calculation puts the LUMO energy at -0.7 eV.

Results of the Löwdin charge analysis, in e, for atoms 1 through 8: -0.39 0.73 -0.38 -0.19 -0.32 -0.11 -0.18 -0.15

# 3
Here is a 2-piece molecular cluster, C9H11BN2 overall at a distorted geometry from the OMol25 dataset. Energies are from wB97M-V/def2-TZVPD.

The geometry in XYZ format:
```
23
C9H11BN2 wB97M-V/def2-TZVPD
B 0.02 -0.16 0.01
C -3.10 1.76 -0.23
C 3.12 1.81 0.24
C -1.75 1.78 -0.12
C 1.78 1.66 0.41
C -3.50 0.46 -0.19
C 3.63 0.63 -0.27
C -1.33 0.48 0.06
C 1.44 0.35 0.00
C -0.28 -2.54 0.22
N -2.45 -0.35 0.09
N 2.63 -0.24 -0.48
H -3.64 2.68 -0.21
H 3.73 2.57 0.46
H -1.27 2.69 -0.32
H 1.14 2.43 0.77
H -4.44 0.02 -0.09
H 4.59 0.51 -0.64
H -0.40 -2.81 1.27
H 0.73 -2.57 -0.20
H -1.07 -2.93 -0.48
H -2.25 -1.29 0.12
H 2.54 -1.11 -0.95
```

Its total energy is -13164.762 eV. Its frontier orbital gap is 0.2926 hartree. For the HOMO energy, the calculation gives -0.2863 hartree. The relative energy (zero: lowest compared OMol25 entry of this formula, charge and spin) comes out at 4.279 eV. Its spin multiplicity is 1. The net charge is 0. The calculation puts the LUMO energy at 0.2 eV.

Results of the natural (NBO) charge analysis, in e, for atoms 1 through 8: 0.83 -0.31 -0.31 -0.20 -0.19 -0.01 -0.01 -0.34